No. 1
ORCA calculation (the ωB97M-V functional and the def2-TZVPD basis) on a gas-phase ion, C4H8NO (charge +1) at a distorted geometry.

Geometry as XYZ:
```
14
Properties=species:S:1:pos:R:3:forces:R:3
C 1.9736 -0.2278 -0.6927 1.07 -0.51 1.61
N 0.9435 0.0367 0.0171 3.08 -1.32 -0.90
C 0.4709 -0.2389 1.3326 -1.47 -0.62 1.07
C -0.4556 -0.2038 0.0973 -0.89 0.20 -0.43
C -1.4386 0.8850 -0.2359 1.47 4.31 -0.85
O -0.7519 -1.4104 -0.4747 -0.18 0.06 0.29
H 1.8348 -0.4218 -1.7197 -0.14 0.32 -1.31
H 3.0374 -0.4010 -0.2672 -2.09 0.50 -0.34
H 0.5825 0.6527 1.9228 -0.58 0.10 0.59
H 0.5032 -1.2494 1.8678 0.83 1.43 -1.21
H -1.2733 1.5141 -1.2559 0.39 -1.86 2.12
H -1.2958 1.6997 0.5552 -0.74 -1.08 -1.02
H -2.4735 0.6403 -0.3830 -0.44 -0.74 0.74
H -1.6571 -1.2753 -0.7639 -0.30 -0.77 -0.37
```
Forces are in eV/Å.

The calculation puts the energy above the lowest of the compared OMol25 structures with the same formula, charge and spin at 2.679 eV. For the HOMO energy, the calculation gives -15.556 eV. The calculation puts the largest force on an atom at 4.6 eV/Å. As for the charge: +1. Its SMILES is C=[N+]1C[C@]1(C)O. The calculated total energy comes out at -286.8440 Ha.

No. 2
ORCA calculation (the ωB97M-V functional and the def2-TZVPD basis) on a gas-phase ion, C4H8NO (charge +1) at a distorted geometry.

Geometry as XYZ:
```
14
Properties=species:S:1:pos:R:3:forces:R:3
C 2.1888 -2.0756 -0.0768 -3.37 3.32 -0.10
N 1.3735 -1.2635 0.0164 2.66 -2.34 0.32
C 0.2607 -0.4920 0.3212 -3.54 -4.31 2.93
O -0.9210 -1.7748 0.0075 0.50 5.39 0.68
C 0.1840 0.8112 -0.3255 -1.70 1.47 2.24
C -1.1155 1.6016 -0.0102 2.64 0.21 0.07
H 2.7221 -2.8203 -0.5380 1.68 -1.71 -0.45
H 0.0080 -0.6886 1.4491 1.18 1.32 -1.87
H -1.6682 -1.1089 0.2774 1.18 -2.29 -0.88
H 0.9407 1.4576 0.1129 0.75 -0.35 -0.35
H 0.2277 0.6874 -1.3462 0.70 -0.05 -2.37
H -0.9079 2.6399 -0.0656 0.74 1.11 0.15
H -1.5066 1.4788 0.9424 -0.88 -0.71 1.75
H -1.7864 1.5474 -0.7644 -2.55 -1.06 -2.11
```
Forces are in eV/Å.

The calculation puts the energy above the lowest of the compared OMol25 structures with the same formula, charge and spin at 4.192 eV. For the HOMO energy, the calculation gives -15.545 eV. The calculation puts the largest force on an atom at 6.3 eV/Å. As for the charge: +1. Its SMILES is C#[N+][C@H](O)CC. The calculated total energy comes out at -286.7884 Ha.